No. 1
Entry from the Open Molecules 2025 dataset: the molecule CH5O2P at a distorted geometry (ωB97M-V/def2-TZVPD).

XYZ file:
```
9
CH5O2P, DFT ωB97M-V/def2-TZVPD
C 0.339 0.736 -0.378
O 1.362 0.709 0.635
O -0.735 -1.662 0.405
P -1.251 -0.173 -0.115
H 0.763 0.439 -1.429
H 1.204 -0.220 0.773
H -1.383 -2.349 0.464
H -0.049 1.734 -0.703
H -1.614 0.509 1.216
```

Properties
E: -14496.1646 eV
Largest force on an atom: 0.0787 Eh/bohr
Spin multiplicity: 3
Net charge: 0
HOMO level (spin up / spin down): -4.741 / -10.730 eV

=====

No. 2
Entry from the Open Molecules 2025 dataset: a 7-piece molecular cluster, C26H55BrO10S6 overall (ωB97M-V/def2-TZVPD).

XYZ file:
```
98
C26H55BrO10S6, DFT ωB97M-V/def2-TZVPD
C -1.550 3.713 -0.510
C -2.019 2.255 -0.569
C -0.892 1.306 -1.010
C -1.265 0.262 -2.079
C -0.399 0.295 -3.351
C 1.110 0.511 -3.103
C 1.634 1.783 -3.762
C 3.159 1.912 -3.709
C 3.681 1.919 -2.311
C 3.312 2.586 -1.213
C 2.345 3.691 -0.964
C 2.599 5.037 -1.629
O 1.875 5.960 -1.489
Br 4.229 5.258 -2.668
C 3.957 1.903 -0.058
O 3.626 1.915 1.086
O 4.948 1.071 -0.539
C 4.923 1.188 -1.921
O 5.847 0.895 -2.607
H -0.634 3.785 0.080
H -2.314 4.340 -0.058
H -1.323 4.063 -1.523
H -2.862 2.199 -1.263
H -2.379 1.987 0.423
H -0.540 0.779 -0.119
H -0.049 1.918 -1.345
H -1.275 -0.748 -1.671
H -2.301 0.449 -2.372
H -0.771 1.075 -4.023
H -0.533 -0.654 -3.872
H 1.305 0.515 -2.030
H 1.660 -0.333 -3.531
H 1.148 2.663 -3.328
H 1.329 1.771 -4.811
H 3.579 1.030 -4.197
H 3.506 2.794 -4.248
H 1.317 3.426 -1.213
H 2.379 3.935 0.101
C 8.016 7.689 -1.026
S 8.665 6.844 -2.474
O 7.528 6.688 -3.415
C 8.891 5.248 -1.680
H 7.760 8.702 -1.330
H 7.123 7.167 -0.680
H 8.778 7.717 -0.248
H 7.933 4.907 -1.286
H 9.631 5.337 -0.885
H 9.246 4.555 -2.439
C -3.754 -4.476 -0.231
S -2.610 -3.178 0.247
O -1.919 -2.741 -1.002
C -1.475 -4.263 1.118
H -4.530 -4.017 -0.842
H -3.234 -5.246 -0.797
H -4.199 -4.907 0.667
H -1.121 -5.040 0.440
H -1.971 -4.705 1.978
H -0.637 -3.656 1.459
C -6.324 0.542 -0.410
S -5.162 0.688 0.956
O -4.078 -0.292 0.696
C -6.233 -0.062 2.192
H -5.820 0.914 -1.300
H -6.590 -0.506 -0.544
H -7.207 1.147 -0.204
H -6.506 -1.067 1.868
H -7.119 0.557 2.333
H -5.667 -0.112 3.120
C -2.079 5.224 4.671
S -1.240 4.456 3.278
O -2.290 3.766 2.486
C -0.402 3.185 4.231
H -2.701 6.023 4.273
H -2.700 4.479 5.167
H -1.341 5.637 5.359
H -1.146 2.585 4.756
H 0.290 3.651 4.932
H 0.148 2.564 3.527
C 0.030 -4.032 5.803
S 0.538 -5.198 4.534
O -0.703 -5.661 3.862
C 1.034 -6.508 5.661
H -0.362 -3.153 5.294
H -0.748 -4.486 6.416
H 0.893 -3.753 6.408
H 0.185 -6.784 6.285
H 1.871 -6.166 6.269
H 1.342 -7.356 5.054
C -4.294 -9.196 -2.825
S -3.318 -8.821 -1.364
O -3.175 -7.342 -1.321
C -1.764 -9.464 -1.996
H -5.299 -8.821 -2.648
H -3.855 -8.693 -3.687
H -4.323 -10.275 -2.976
H -1.509 -8.941 -2.917
H -1.857 -10.536 -2.167
H -1.005 -9.275 -1.239
```

Properties
E: -183378.1474 eV
Largest force on an atom: 0.0095 Eh/bohr
Net charge: 0
HOMO level: -7.762 eV

=====

No. 3
Entry from the Open Molecules 2025 dataset: the molecule C3H3NS2 at a distorted geometry (ωB97M-V/def2-TZVPD).

XYZ file:
```
9
C3H3NS2, DFT ωB97M-V/def2-TZVPD
C 0.364 0.122 0.165
S 1.035 -1.485 0.879
C 0.346 -2.660 -0.018
S 1.503 -4.526 0.530
C -0.411 -2.969 -1.116
N -1.078 -3.227 -2.000
H 1.150 0.732 0.244
H -0.528 0.468 0.831
H 0.121 -0.219 -0.880
```

Properties
E: -26315.4246 eV
Largest force on an atom: 0.1246 Eh/bohr
Net charge: 0
SMILES: CSC(=S)C#N
HOMO level (spin up / spin down): -9.133 / -8.239 eV